# 1
The ion C4H9FNO with charge +1, computed with ωB97M-V/def2-TZVPD.

The geometry in XYZ format:
```
16
Properties=species:S:1:pos:R:3:forces:R:3
F 1.854 0.036 1.096 -0.1039 -0.1059 -0.2206
C 1.250 -0.536 0.018 -0.0128 0.0570 0.1434
C 0.978 0.465 -1.084 0.0863 0.0571 0.0385
O 0.106 1.476 -0.659 -0.0454 -0.0170 0.0094
C -1.157 0.963 -0.292 0.0006 0.0820 -0.0117
C -1.023 0.057 0.913 0.0789 -0.0245 -0.0172
N -0.062 -1.060 0.565 0.0493 -0.0604 0.0921
H 1.833 -1.392 -0.323 0.0359 0.0007 0.0320
H 0.591 -0.067 -1.964 -0.0161 -0.0158 -0.0023
H 1.925 0.931 -1.349 0.0110 0.0032 -0.0373
H -1.788 1.811 -0.035 -0.0209 0.0023 0.0043
H -1.622 0.435 -1.135 0.0045 -0.0254 -0.0202
H -1.964 -0.400 1.205 -0.0403 -0.0057 0.0242
H -0.582 0.584 1.756 -0.0204 0.0312 0.0068
H 0.150 -1.609 1.402 -0.0262 -0.0222 -0.0198
H -0.489 -1.696 -0.114 0.0195 0.0434 -0.0216
```
Positions in Å, forces in eV/Å.

Values from the calculation:
2S+1   1
Gap between HOMO and LUMO   11.42 eV
Max |F|   0.00517 hartree/bohr
Highest occupied orbital energy   -15.06 eV
SMILES string   F[C@@H]1COCC[NH2+]1
Charge   +1

# 2
A structure of composition C4H9FNO5S2 in a non-equilibrium geometry, computed with ωB97M-V/def2-TZVPD.

The geometry in XYZ format:
```
22
Properties=species:S:1:pos:R:3:forces:R:3
O 2.223 -0.489 2.008 0.6656 1.0339 -7.6503
C 2.397 -0.406 0.687 0.9131 -2.4858 5.0078
O 3.214 -1.495 0.066 -1.6711 3.0662 1.6007
C 1.860 0.785 -0.303 0.9892 -0.0447 -0.0844
C 0.564 1.622 0.251 -0.7359 -0.0222 -0.9369
C -0.585 0.718 0.993 1.5811 0.9575 1.5548
N -1.981 1.067 0.450 0.7759 -2.7166 1.0323
S -3.139 0.483 1.670 0.6799 -0.1880 0.7454
S -2.364 0.129 -0.980 -6.8366 -1.2628 -5.4306
O -3.732 -0.596 -0.715 5.6743 2.0523 -0.6934
O -2.566 1.019 -2.245 2.3176 -2.7179 4.8170
F -1.218 -1.107 -1.297 -1.4959 2.6109 1.0103
H 3.645 -2.061 0.772 -1.2188 1.2201 -0.6605
H 1.710 0.336 -1.387 0.0975 0.7249 2.4379
H 2.754 1.570 -0.391 -1.7660 -1.8729 0.2454
H 0.839 2.544 0.937 -0.3189 -2.1668 -1.3438
H 0.041 2.097 -0.711 1.2205 -1.0317 1.9974
H -0.372 -0.432 1.024 -0.4065 2.1602 -0.4071
H -0.607 1.075 2.131 -0.0694 -0.8878 -2.6359
H -2.620 -0.795 2.014 -0.3581 1.4344 -0.6735
O 0.390 -3.227 -2.418 1.1557 -0.2599 0.4132
H -0.454 -2.838 -2.556 -1.1934 0.3967 -0.3459
```
Positions in Å, forces in eV/Å.

Values from the calculation:
2S+1   1
Gap between HOMO and LUMO   4.36 eV
Max |F|   0.17156 hartree/bohr
Highest occupied orbital energy   -2.44 eV
Charge   -1

# 3
A cluster of 2 separate species, C4H9FNOS in total in a non-equilibrium geometry, computed with ωB97M-V/def2-TZVPD.

The geometry in XYZ format:
```
17
Properties=species:S:1:pos:R:3:forces:R:3
C -1.599 -0.449 0.591 1.0837 -1.6508 3.1022
C -0.246 1.100 -0.605 -0.2024 -1.0908 -1.5410
C -0.204 -0.372 1.336 0.0176 -0.1662 -4.5608
C 0.671 0.525 0.358 -0.8797 -1.3837 1.6307
N -1.399 0.158 -0.641 -1.1724 2.7595 1.2886
O 0.286 -1.674 1.372 -1.4533 0.0362 -0.2217
F 1.612 -0.288 -2.148 0.3577 -1.2500 -1.3404
S 2.367 0.587 0.472 -0.0909 0.1829 0.8727
H -1.843 -1.540 0.469 -0.0649 0.7215 0.0245
H -2.377 -0.059 1.366 0.5010 -0.0682 -1.9374
H -0.545 2.102 -0.311 -0.8093 0.4762 -0.1536
H 0.069 1.081 -1.630 0.5898 0.6745 -0.6038
H -0.274 0.082 2.250 -0.3587 0.9258 2.6547
H 1.942 -0.980 -2.710 -0.3793 0.8617 0.6560
H -2.258 0.426 -1.134 0.4279 -0.3178 -0.6290
H 1.107 -1.499 1.763 2.4622 -0.8241 1.0302
H 2.690 0.800 -0.798 -0.0293 0.1133 -0.2720
```
Positions in Å, forces in eV/Å.

Values from the calculation:
2S+1   3
Gap between HOMO and LUMO (spin up / spin down)   8.32 / 6.18 eV
Max |F|   0.08875 hartree/bohr
Highest occupied orbital energy (spin up / spin down)   -11.40 / -14.08 eV
⟨S²⟩   2.0100
Charge   +1

> The highest max |F| belongs to which entry?

C4H9FNO5S2

> 2S+1 of number 1 (C4H9FNO)?

1

> What is the charge in the first record?

+1